Record 1
{"formula": "C33H43N6O6PdTe", "method": "ωB97M-V with the def2-TZVPD basis set", "elements": ["Pd", "O", "C", "C", "C", "C", "C", "C", "C", "C", "N", "H", "H", "H", "H", "H", "H", "H", "H", "H", "H", "H", "C", "N", "C", "C", "C", "N", "C", "O", "N", "H", "H", "H", "H", "H", "H", "H", "O", "N", "O", "O", "C", "C", "O", "N", "Te", "C", "C", "C", "C", "C", "C", "C", "C", "C", "C", "C", "C", "C", "C", "C", "C", "C", "C", "H", "H", "H", "H", "H", "H", "H", "H", "H", "H", "H", "H", "H", "H", "H", "H", "H", "H", "H", "H", "H", "H", "H", "H", "H"], "coordinates": [[0.2818, 0.3420, 2.7178], [-0.0892, 1.1600, 4.7512], [1.0503, 1.7019, 5.4608], [1.8028, 0.6204, 6.2150], [2.1661, -0.5599, 5.2989], [3.0202, -0.1404, 4.1362], [4.3929, 0.0251, 4.2854], [5.1693, 0.3854, 3.2059], [4.5545, 0.5710, 1.9762], [3.1909, 0.4132, 1.8921], [2.4269, 0.0737, 2.9473], [-0.6822, 0.7166, 5.3698], [0.7088, 2.5004, 6.1220], [1.6608, 2.1554, 4.6807], [1.2033, 0.2427, 7.0471], [2.6943, 1.0777, 6.6508], [1.2503, -1.0024, 4.9118], [2.6859, -1.3337, 5.8650], [4.8376, -0.1483, 5.2552], [6.2366, 0.5126, 3.3154], [5.1207, 0.8384, 1.0965], [2.6729, 0.5602, 0.9547], [-1.9309, -3.9692, 3.6761], [-2.3968, -2.7246, 3.0561], [-3.6187, -2.6477, 2.4576], [-4.0551, -1.5199, 1.8595], [-3.1770, -0.3934, 1.8846], [-1.9916, -0.4731, 2.4794], [-1.5811, -1.6288, 3.0455], [-0.4327, -1.6694, 3.5452], [-3.4922, 0.7663, 1.3056], [-2.7995, -4.5742, 3.9177], [-1.3814, -3.7290, 4.5823], [-1.2789, -4.5101, 2.9925], [-4.2113, -3.5507, 2.4922], [-5.0284, -1.4760, 1.3988], [-4.4386, 0.9420, 1.0092], [-2.8719, 1.5585, 1.4504], [0.0504, 4.2492, 1.5790], [-0.1212, 3.0808, 1.7538], [0.7317, 2.4231, 2.4579], [-1.0677, 2.4411, 1.2627], [0.9011, -2.6024, 0.7678], [0.3097, -1.3409, 0.2641], [-0.3795, -1.4013, -0.8960], [0.4747, -0.1641, 0.7162], [-0.7696, 0.5054, -1.3771], [-2.1468, 0.1779, -2.9359], [-2.1619, 1.2351, -3.8555], [-1.3507, 2.4984, -3.7191], [-3.0065, 1.1147, -4.9542], [-3.8280, 0.0189, -5.1368], [-4.7283, -0.0881, -6.3324], [-3.8262, -0.9780, -4.1646], [-3.0123, -0.9261, -3.0442], [-3.1265, -2.0415, -2.0429], [1.0088, 0.7302, -2.4280], [1.8164, 1.8047, -2.0296], [1.3764, 2.8908, -1.0883], [3.0797, 1.9124, -2.6057], [3.5242, 1.0085, -3.5558], [4.8886, 1.1263, -4.1676], [2.6684, -0.0213, -3.9461], [1.4026, -0.1942, -3.4105], [0.5531, -1.3192, -3.9449], [0.4512, -3.4577, 0.2705], [0.7792, -2.6753, 1.8479], [1.9665, -2.5765, 0.5326], [-1.2575, 2.8360, -2.6804], [-1.8388, 3.3051, -4.2616], [-0.3483, 2.3788, -4.1267], [-3.0304, 1.9225, -5.6752], [-4.6514, 0.7879, -6.9712], [-5.7671, -0.1968, -6.0207], [-4.4745, -0.9670, -6.9255], [-4.4923, -1.8232, -4.2816], [-3.9468, -2.7017, -2.3159], [-3.3315, -1.6555, -1.0414], [-2.2280, -2.6457, -1.9914], [0.5235, 2.6220, -0.4683], [1.0811, 3.7794, -1.6502], [2.1789, 3.1841, -0.4134], [3.7152, 2.7394, -2.3155], [5.3960, 2.0318, -3.8442], [4.8236, 1.1377, -5.2554], [5.5053, 0.2702, -3.8914], [2.9991, -0.7149, -4.7092], [1.1497, -1.9310, -4.6166], [-0.2958, -0.9337, -4.5110], [0.1630, -1.9688, -3.1597]], "forces_ev_per_a": [[0.490, -0.282, -0.220], [-0.084, -0.024, -0.195], [0.122, 0.080, 0.067], [-0.033, -0.037, -0.140], [-0.029, 0.156, 0.007], [-0.169, -0.139, 0.013], [-0.106, -0.098, 0.055], [0.026, 0.034, -0.073], [0.011, -0.039, 0.024], [-0.105, 0.086, -0.073], [0.214, 0.257, 0.013], [0.005, -0.081, -0.051], [-0.035, -0.088, -0.026], [-0.010, 0.023, 0.066], [-0.011, 0.050, 0.015], [0.016, -0.050, -0.002], [0.051, -0.114, 0.065], [0.026, 0.076, 0.025], [-0.004, -0.014, 0.039], [0.049, 0.007, 0.006], [-0.011, 0.010, -0.030], [-0.009, 0.074, 0.037], [0.044, 0.037, 0.049], [-0.067, 0.007, 0.013], [-0.065, 0.026, -0.032], [0.123, -0.036, 0.085], [-0.152, 0.325, -0.068], [0.369, -0.275, 0.142], [-0.068, 0.255, -0.027], [-0.032, -0.172, -0.251], [-0.073, 0.021, 0.094], [0.026, -0.041, 0.020], [-0.036, -0.040, -0.023], [0.009, -0.014, 0.017], [-0.030, -0.007, 0.012], [-0.037, 0.020, -0.029], [0.057, -0.021, -0.047], [0.012, -0.031, -0.073], [0.104, 0.591, -0.041], [-0.224, -0.148, -0.028], [0.404, -0.392, -0.029], [-0.362, -0.221, -0.067], [-0.221, -0.325, 0.107], [0.159, 0.218, -0.163], [0.235, -0.183, -0.029], [-0.509, 0.343, 1.152], [-0.566, 0.529, -0.186], [0.097, -0.283, -0.065], [-0.223, -0.227, -0.029], [0.036, -0.112, 0.037], [0.050, 0.210, 0.032], [-0.079, -0.097, -0.083], [0.001, -0.042, 0.022], [-0.003, 0.053, 0.019], [0.078, 0.141, -0.267], [0.029, 0.094, 0.106], [-0.015, 0.031, 0.171], [0.081, -0.028, -0.069], [-0.059, -0.008, 0.050], [-0.109, 0.001, 0.020], [0.015, -0.030, -0.029], [-0.014, -0.004, -0.010], [0.000, -0.042, -0.064], [0.177, -0.025, -0.109], [-0.050, 0.027, 0.084], [-0.009, -0.053, 0.021], [0.099, -0.006, -0.040], [-0.002, -0.037, 0.025], [0.009, 0.056, 0.025], [-0.003, 0.030, 0.031], [0.090, 0.012, -0.018], [-0.008, 0.025, -0.030], [0.002, 0.024, -0.014], [-0.020, 0.004, -0.007], [0.007, -0.014, -0.014], [-0.046, -0.040, 0.003], [-0.032, 0.037, 0.010], [0.045, 0.006, 0.075], [0.195, -0.071, 0.018], [-0.032, -0.076, -0.041], [0.040, 0.013, -0.012], [0.054, 0.015, -0.025], [0.026, 0.036, 0.021], [0.010, 0.021, 0.007], [-0.002, 0.004, -0.015], [0.011, -0.016, 0.006], [0.035, -0.025, -0.018], [-0.007, -0.030, -0.012], [-0.005, 0.000, -0.011], [0.023, 0.066, -0.021]], "lowdin_charge": [1.17, -0.15, -0.19, -0.14, -0.13, -0.25, 0.01, -0.01, -0.03, -0.11, 0.04, 0.12, 0.14, 0.11, 0.12, 0.13, 0.08, 0.13, 0.13, 0.13, 0.12, 0.09, 0.03, -0.02, 0.00, 0.02, -0.35, 0.15, -0.50, -0.06, 0.21, 0.10, 0.10, 0.10, 0.15, 0.13, 0.13, 0.08, 0.12, -0.56, -0.12, -0.12, 0.03, -0.61, -0.30, -0.03, 2.02, -0.34, -0.30, -0.05, 0.01, -0.24, -0.03, 0.01, -0.28, -0.04, -0.33, -0.29, -0.06, 0.01, -0.23, -0.03, 0.01, -0.26, -0.03, 0.10, 0.07, 0.11, 0.06, 0.10, 0.09, 0.13, 0.08, 0.09, 0.09, 0.13, 0.09, 0.06, 0.07, 0.00, 0.11, 0.10, 0.13, 0.08, 0.09, 0.09, 0.13, 0.09, 0.09, 0.07], "e_tot_ev": -66900.2355, "max_force_ha_per_bohr": 0.0254, "homo_lumo_gap_ev": [6.02, 7.38], "e_homo_ev": [-13.617, -13.647], "charge": 2, "de_lowest_kcal_mol": 11.4, "spin_multiplicity": 2, "e_lumo_ev": [-7.6, -6.3]}

Record 2
{"formula": "C36H36ClO12", "method": "ωB97M-V with the def2-TZVPD basis set", "elements": ["Cl", "C", "C", "C", "C", "C", "C", "O", "O", "H", "H", "H", "H", "H", "H", "C", "C", "C", "C", "C", "C", "O", "O", "H", "H", "H", "H", "H", "H", "C", "C", "C", "C", "C", "C", "O", "O", "H", "H", "H", "H", "H", "H", "C", "C", "C", "C", "C", "C", "O", "O", "H", "H", "H", "H", "H", "H", "C", "C", "C", "C", "C", "C", "O", "O", "H", "H", "H", "H", "H", "H", "C", "C", "C", "C", "C", "C", "O", "O", "H", "H", "H", "H", "H", "H"], "coordinates": [[-0.3039, -0.5296, -0.4213], [2.4141, 4.3914, -0.9683], [1.4021, 3.2974, -1.3403], [1.7641, 2.6034, -2.5163], [2.8541, 2.9324, -3.2833], [3.6661, 3.9104, -2.9343], [3.4571, 4.6254, -1.7283], [4.3551, 5.7094, -1.4733], [1.0121, 1.5134, -2.8473], [1.9471, 5.0624, -0.2213], [0.3631, 3.1164, -0.8333], [3.0471, 2.4444, -4.3173], [4.5511, 4.4274, -3.4303], [3.7691, 6.3534, -1.8703], [0.6721, 1.0974, -2.0233], [-4.2159, -3.5566, 0.6877], [-3.0269, -2.3916, 0.8817], [-2.5309, -2.3146, 2.1657], [-2.8319, -3.2816, 3.1907], [-3.7679, -4.3136, 2.9607], [-4.4579, -4.3606, 1.7867], [-5.3769, -5.3616, 1.5247], [-1.5889, -1.3776, 2.4397], [-4.5259, -3.5236, -0.2633], [-2.7569, -2.0436, 0.1057], [-2.2229, -3.1136, 4.1307], [-4.0179, -5.0106, 3.8567], [-5.0089, -5.9756, 1.9747], [-1.1299, -1.0806, 1.7027], [0.1161, 3.7144, 1.8887], [0.6661, 4.8984, 2.5367], [-0.2029, 5.9824, 2.6987], [-1.5279, 5.9184, 2.2597], [-2.1009, 4.7994, 1.6507], [-1.1969, 3.7244, 1.3717], [-1.8359, 2.6764, 0.7757], [0.2881, 7.1484, 3.0587], [0.6421, 2.8624, 1.7467], [1.7121, 4.8674, 2.5977], [-2.2349, 6.7854, 2.2807], [-2.9179, 4.9494, 1.0577], [-1.3659, 1.8924, 0.5147], [-0.3229, 7.8254, 3.2897], [4.3021, 2.2744, 2.7317], [4.0451, 1.7684, 1.2967], [3.0291, 0.7134, 1.2547], [2.3911, 0.1254, 2.3947], [2.6351, 0.7454, 3.6397], [3.4551, 1.8154, 3.7797], [3.5141, 2.3594, 5.0377], [2.8331, 0.0654, 0.0267], [5.1441, 3.0134, 2.8657], [4.6581, 2.0684, 0.3647], [1.5141, -0.4796, 2.2687], [2.0761, 0.3774, 4.5227], [4.3451, 2.8494, 5.2917], [1.8401, -0.2176, -0.2103], [-4.1739, -0.8616, -6.3253], [-4.2659, -0.2796, -4.9213], [-3.0369, -0.3496, -4.0953], [-1.9029, -1.0616, -4.6383], [-1.8499, -1.5266, -5.8863], [-2.9149, -1.4476, -6.8193], [-2.8149, -1.9796, -8.0913], [-3.0349, 0.1544, -2.8143], [-4.8329, -0.5696, -7.0853], [-5.1279, 0.2394, -4.7203], [-0.9759, -0.8176, -4.0033], [-1.1199, -1.9526, -6.2323], [-1.8459, -2.2546, -8.6153], [-2.2989, -0.2266, -2.5623], [2.6031, -5.1576, 0.6217], [2.5001, -6.4026, 1.3167], [1.1731, -6.6386, 1.9717], [0.0651, -5.8236, 1.5927], [0.2071, -4.5626, 0.8487], [1.5471, -4.3066, 0.3187], [1.7311, -3.1326, -0.3153], [1.0121, -7.6836, 2.7677], [3.4151, -4.8576, 0.2087], [3.1061, -7.1476, 1.6167], [-0.9139, -6.0116, 1.9927], [-0.5309, -3.9496, 0.8997], [1.0041, -2.6506, -0.3193], [0.2611, -7.5116, 3.3617]], "forces_ev_per_a": [[0.067, 0.201, -0.051], [-6.621, -2.181, 1.635], [2.094, 1.770, -0.710], [-2.377, -0.766, 3.042], [0.310, -1.978, -4.101], [3.007, 3.722, 1.561], [2.386, -0.055, -1.370], [-1.259, -0.796, -0.330], [-0.073, -0.408, -0.199], [1.231, -0.312, -0.044], [2.457, 0.442, -0.850], [-0.625, 0.451, 2.044], [-1.203, -1.584, -0.175], [0.540, 1.282, 0.115], [0.057, 0.208, -0.542], [6.299, 4.465, 5.071], [-8.148, -9.816, 10.532], [0.410, -0.472, -1.065], [0.074, 0.480, -0.291], [1.502, 0.931, 3.773], [-1.049, 0.775, -4.143], [-3.401, 6.033, -3.609], [-1.059, -0.969, 3.686], [-1.789, -0.725, -3.067], [3.703, 5.444, -9.845], [-1.065, -0.618, -1.090], [0.405, 1.109, -1.864], [2.954, -7.580, 4.645], [1.212, 0.964, -2.840], [-2.593, 3.945, 0.518], [-3.063, -1.938, -1.964], [-0.570, -1.728, -1.104], [-1.789, -0.288, -0.325], [5.074, 0.199, 0.518], [-0.788, -0.093, 1.619], [-0.665, 0.588, -0.265], [2.674, 1.636, 1.004], [2.069, -2.405, -0.371], [1.252, 0.539, 0.844], [1.130, -0.364, 0.316], [-2.565, -0.178, -0.924], [1.054, -0.515, 0.036], [-1.082, 0.347, 0.098], [-0.763, -0.786, -3.565], [-0.646, -0.959, 3.483], [0.827, -0.659, -1.232], [0.992, 3.350, 0.048], [-2.076, -1.919, -0.580], [3.079, 1.405, -0.804], [0.948, 0.877, 1.366], [-1.810, 0.413, -0.231], [-1.267, -0.760, 0.093], [-1.277, -0.485, 1.856], [0.180, -0.767, -0.131], [0.441, 0.404, -0.560], [-1.270, -0.911, -1.102], [2.446, 0.899, 1.307], [3.909, 0.512, 2.228], [5.446, -2.898, -3.016], [-3.345, -0.947, -2.842], [-0.060, 3.656, 4.051], [-8.226, 3.095, 0.290], [-1.294, 0.737, 2.596], [2.527, -0.900, -2.455], [-5.250, 2.082, -3.735], [-1.507, 0.030, -0.616], [-1.741, 1.122, 0.944], [-1.048, -1.241, -1.061], [8.395, -4.369, -3.294], [-3.934, 1.630, 3.382], [6.234, -2.487, 3.689], [-4.475, -3.297, 1.971], [-6.662, 3.596, 0.999], [1.078, 3.067, -4.181], [1.727, 2.164, -0.529], [7.450, -7.195, 0.965], [-4.045, -0.130, 2.254], [6.483, -3.645, -0.426], [-0.365, -1.523, 1.591], [5.728, 1.555, -2.431], [3.138, -1.803, 0.330], [-0.344, -0.244, 0.312], [-4.640, 4.046, -0.422], [-5.522, 3.720, -0.065], [0.365, -0.198, -0.389]], "lowdin_charge": [0.05, -0.01, 0.06, -0.35, -0.06, -0.05, -0.37, -0.01, -0.01, 0.11, 0.13, 0.16, 0.14, 0.08, 0.00, 0.12, 0.10, -0.35, 0.00, -0.06, -0.37, 0.08, 0.02, 0.05, -0.05, 0.13, 0.15, -0.03, -0.07, 0.01, 0.03, -0.38, -0.03, 0.00, -0.30, 0.03, 0.06, 0.06, 0.09, 0.12, 0.08, 0.03, 0.09, 0.00, 0.03, -0.31, 0.00, -0.05, -0.39, -0.01, -0.09, 0.10, 0.12, 0.09, 0.13, 0.13, 0.00, 0.02, 0.05, -0.25, -0.02, -0.06, -0.30, -0.07, 0.08, 0.06, 0.05, 0.15, 0.02, 0.23, -0.06, -0.01, 0.06, -0.34, 0.00, 0.07, -0.28, 0.07, 0.03, 0.04, 0.06, 0.08, 0.02, -0.08, 0.12], "e_tot_ev": -74998.9773, "max_force_ha_per_bohr": 0.3217, "homo_lumo_gap_ev": 7.55, "e_homo_ev": -5.527, "charge": -1, "de_lowest_kcal_mol": 46.9, "e_lumo_ev": 2.0}

Record 3
{"formula": "C6H10O2", "method": "ωB97M-V with the def2-TZVPD basis set", "elements": ["C", "C", "C", "C", "C", "C", "O", "O", "H", "H", "H", "H", "H", "H", "H", "H", "H", "H"], "coordinates": [[-0.2442, -0.8737, 0.0446], [0.2574, 0.0620, 1.2676], [-0.4940, 1.9306, -0.5242], [0.2056, -0.8799, -1.3912], [-1.0314, 0.8257, 0.3540], [1.0406, -1.4467, 0.9518], [-2.1515, 0.8205, 0.8041], [2.1536, -1.5595, 0.4476], [-1.0952, -1.4755, 0.3269], [0.6797, -2.1036, 1.7527], [1.0850, 0.7486, 1.1975], [-0.2701, -0.0177, 2.2040], [-1.1695, 2.0708, -1.3692], [0.5194, 1.7584, -0.8741], [-0.5036, 2.8487, 0.0645], [1.0948, -0.2673, -1.5245], [0.5028, -1.8948, -1.6623], [-0.5792, -0.5466, -2.0699]], "forces_ev_per_a": [[1.400, -1.813, 0.622], [-1.180, 1.653, -0.402], [-0.034, -0.263, -0.327], [0.035, 0.349, 0.001], [0.431, 0.746, 1.616], [-0.769, -0.857, -1.194], [0.523, -0.412, -0.495], [-0.232, 0.528, 0.262], [-0.162, 0.318, 0.082], [-0.099, 0.229, 0.007], [0.040, -0.104, -0.251], [0.110, -0.282, -0.028], [0.059, -0.002, -0.013], [-0.046, -0.050, -0.035], [-0.075, -0.101, 0.084], [-0.015, -0.003, -0.015], [-0.010, -0.008, 0.109], [0.023, 0.072, -0.024]], "nbo_charge": [-0.32, -0.56, -0.71, -0.61, 0.66, 0.37, -0.57, -0.65, 0.26, 0.16, 0.28, 0.28, 0.24, 0.22, 0.25, 0.24, 0.24, 0.21], "e_tot_ev": -10474.5932, "max_force_ha_per_bohr": 0.0462, "homo_lumo_gap_ev": 8.22, "e_homo_ev": -7.975, "de_lowest_kcal_mol": 105.5, "e_lumo_ev": 0.2}

Record 4
{"formula": "C5H7NO", "method": "ωB97M-V with the def2-TZVPD basis set", "elements": ["C", "C", "C", "N", "C", "C", "O", "H", "H", "H", "H", "H", "H", "H"], "coordinates": [[-1.0854, -1.0161, 0.4517], [-0.5554, 0.3683, 0.0428], [-1.4711, 0.9855, -0.9279], [-2.1872, 1.4491, -1.7096], [0.8639, 0.3105, -0.5359], [1.9099, 0.1183, 0.5379], [1.6709, 0.1087, 1.7219], [-1.9397, -0.9205, 1.1267], [-0.3049, -1.5786, 0.9704], [-1.4084, -1.5821, -0.4280], [-0.5198, 1.0151, 0.9263], [0.9615, -0.4950, -1.2760], [1.1160, 1.2375, -1.0691], [2.9497, -0.0006, 0.1687]], "forces_ev_per_a": [[-0.009, -0.085, 0.033], [-0.012, 0.011, 0.045], [-0.606, 0.444, -0.665], [0.694, -0.444, 0.756], [-0.020, -0.006, -0.023], [-0.094, -0.005, 0.324], [0.117, -0.001, -0.532], [0.094, -0.002, -0.129], [-0.110, 0.113, -0.037], [0.106, 0.075, 0.119], [-0.045, -0.078, -0.103], [0.003, 0.087, 0.089], [-0.013, -0.116, 0.072], [-0.105, 0.007, 0.051]], "nbo_charge": [-0.59, -0.33, 0.29, -0.33, -0.50, 0.44, -0.52, 0.23, 0.22, 0.22, 0.26, 0.24, 0.25, 0.12], "smiles": "C[C@H](C#N)CC=O", "e_tot_ev": -8835.4832, "max_force_ha_per_bohr": 0.0217, "homo_lumo_gap_ev": 11.26, "e_homo_ev": -10.499, "de_lowest_kcal_mol": 16.6, "e_lumo_ev": 0.8}